A cluster of 15 separate species, H29O15 in total in a non-equilibrium geometry, computed with ωB97M-V/def2-TZVPD.

CARTESIAN COORDINATES (ANGSTROEM)
O1 0.8394 -3.5014 -2.6990
H1 -2.4063 0.2835 0.9901
H2 -0.9078 -0.2806 -2.5268
O2 0.2269 -2.7580 4.5252
H3 1.0150 -2.2270 4.6594
H4 0.6345 -0.5019 1.8519
O3 -0.8839 0.4928 -3.1058
H5 1.1700 0.2022 3.1377
H6 -1.9089 4.6055 2.2560
O4 -2.5372 2.5007 -1.9633
H7 1.9725 2.0444 -3.6445
H8 -2.1012 2.8824 -2.6954
O5 -0.2793 -1.9477 -0.8453
H9 -0.9488 -1.9563 -0.1448
H10 -0.1911 -3.5848 -0.4336
O6 2.8872 0.5135 -2.2411
H11 0.0584 -2.6456 3.5918
H12 2.2648 0.1882 -1.5636
O7 1.5114 3.3882 -0.3871
H13 0.3780 -1.1030 -0.4775
H14 0.2367 -3.0566 -2.0478
O8 -2.6324 1.2001 0.7744
H15 1.8023 2.6577 -0.9339
H16 1.4721 -3.9888 -2.1721
O9 1.3313 -0.4595 0.1820
H17 -0.3715 -5.1334 -0.7832
H18 -1.7436 0.6502 -3.4711
O10 2.1704 2.9807 -3.8019
H19 -2.6614 1.5729 -1.8324
O11 -3.4469 -2.8484 3.2798
H20 -3.0279 -3.4912 3.8498
H21 1.4048 3.4318 -3.4293
O12 2.1496 1.6625 1.5859
H22 1.8198 0.9305 0.9779
H23 2.9755 1.3880 1.9881
O13 -0.0880 -4.5202 -0.1066
H24 1.7373 3.0842 0.5140
H25 -3.5299 1.0323 0.4402
O14 -1.3515 4.2692 1.5525
H26 3.0556 1.4191 -1.9591
H27 -2.8918 -2.0656 3.2183
O15 0.6455 -0.5391 2.8390
H28 -1.9912 4.2054 0.8330
H29 2.1414 -0.9769 0.2180

Properties
Multiplicity = 2
Charge = -2
Expectation value of S² = 0.751
DFT total energy = -1145.9431 Eh
Relative energy (zero: lowest compared OMol25 entry of this formula, charge and spin) = 0.0 kcal/mol
E_LUMO (alpha / beta) = 5.05 / 4.90 eV
E_HOMO (alpha / beta) = 0.09828 / -0.16410 hartree


A structure of composition H20KrO10 in a non-equilibrium geometry, computed with ωB97M-V/def2-TZVPD.

CARTESIAN COORDINATES (ANGSTROEM)
Kr1 -9.6710 -16.3530 -1.3236
O1 -9.3781 -19.5565 1.6672
H1 -8.5165 -19.1836 1.8534
H2 -9.4922 -19.4383 0.7242
O2 -9.7614 -15.5261 2.7354
H3 -10.0371 -15.1539 3.5731
H4 -10.5760 -15.6518 2.2489
O3 -9.6490 -19.7141 -1.3012
H5 -8.8680 -19.7354 -1.8542
H6 -10.3524 -19.4402 -1.8898
O4 -7.2492 -15.0524 1.4482
H7 -8.0665 -15.2477 1.9064
H8 -6.5776 -15.5186 1.9460
O5 -7.0766 -16.0480 -3.6530
H9 -6.7406 -15.8463 -2.7797
H10 -7.2987 -15.1956 -4.0275
O6 -7.0597 -19.7198 -2.7586
H11 -7.4882 -19.0139 -3.2428
H12 -6.4861 -20.1376 -3.4010
O7 -6.1389 -15.0617 -1.2503
H13 -6.2713 -15.5853 -0.4600
H14 -5.1880 -15.0013 -1.3416
O8 -13.1004 -15.0014 -3.6904
H15 -12.7311 -14.8983 -2.8133
H16 -13.1600 -14.1092 -4.0320
O9 -8.9069 -18.0943 -4.5276
H17 -8.4132 -17.3212 -4.2541
H18 -9.8032 -17.7784 -4.6423
O10 -12.5154 -14.4273 -0.9909
H19 -11.8923 -13.7104 -0.8723
H20 -12.4456 -14.9413 -0.1864

Properties
DFT total energy = -3518.0098 Eh
Relative energy (zero: lowest compared OMol25 entry of this formula, charge and spin) = 10.8 kcal/mol
E_LUMO = -0.16 eV
E_HOMO = -0.39297 hartree


A structure of composition C51H37BrCl7LuN3O2P2Te in a non-equilibrium geometry, computed with ωB97M-V/def2-TZVPD.

CARTESIAN COORDINATES (ANGSTROEM)
Lu1 -0.9025 -0.0291 -1.4634
C1 -0.9391 -0.5526 -4.9494
O1 -0.1315 -0.7381 -3.7607
C2 1.0018 -1.4986 -3.8974
C3 1.6104 -1.7452 -5.1114
C4 2.7663 -2.5179 -5.1406
Br1 3.6032 -2.8533 -6.7880
C5 3.3030 -3.0258 -3.9822
C6 2.6842 -2.7632 -2.7586
C7 1.5235 -1.9972 -2.7167
O2 0.9149 -1.6722 -1.5561
C8 3.2407 -3.2383 -1.4810
N1 2.6846 -2.9452 -0.3295
C9 3.4993 -3.5090 0.6598
C10 3.3945 -3.4748 2.0491
C11 4.3769 -4.1183 2.7756
C12 5.4421 -4.7827 2.1387
C13 5.5544 -4.8157 0.7632
C14 4.5576 -4.1595 0.0476
N2 4.3611 -3.9759 -1.3229
H1 -1.0670 -1.5153 -5.4390
H2 -0.4613 0.1677 -5.6079
H3 -1.8919 -0.1711 -4.6121
H4 1.2107 -1.3434 -6.0312
H5 4.2049 -3.6242 -4.0319
H6 1.4751 -2.0765 -0.7653
H7 2.5691 -2.9599 2.5277
H8 4.3305 -4.1143 3.8590
H9 6.1935 -5.2773 2.7416
H10 6.3763 -5.3237 0.2731
H11 4.9534 -4.3200 -2.0578
Cl1 -4.2494 2.1527 -2.7043
C15 -4.2073 0.4049 -2.7643
C16 -3.0606 -0.3049 -2.4234
C17 -3.2168 -1.6676 -2.5797
Cl2 -1.8156 -2.6549 -2.1332
C18 -4.3391 -2.3484 -3.0263
Cl3 -4.3329 -4.0573 -3.2001
C19 -5.4661 -1.5967 -3.3155
Cl4 -6.9082 -2.3671 -3.8291
C20 -5.4019 -0.2102 -3.1741
Cl5 -6.8113 0.7096 -3.5029
Te1 -1.8908 2.8609 -0.0110
C21 -2.0463 4.2232 1.5686
C22 -3.0751 4.1186 2.4886
C23 -3.0915 5.0184 3.5472
N3 -2.1804 5.9834 3.7220
C24 -1.2133 6.0782 2.8044
C25 -1.1067 5.2291 1.7088
C26 -0.8262 1.3167 1.0103
P1 0.8448 0.7781 0.5352
C27 1.5354 1.8682 -0.7711
C28 2.2112 1.2339 -1.8165
C29 2.7894 1.9642 -2.8572
C30 2.7015 3.3440 -2.8495
C31 2.0820 3.9940 -1.7764
C32 1.5166 3.2662 -0.7477
C33 1.9618 1.1333 1.9422
C34 1.6758 2.1637 2.8321
C35 2.5386 2.4258 3.8904
C36 3.6811 1.6528 4.0712
C37 3.9631 0.6144 3.1928
C38 3.1032 0.3542 2.1301
P2 -2.0135 -0.0804 0.9495
C39 -3.3085 0.3827 2.1373
C40 -2.9452 0.8905 3.3815
C41 -3.9259 1.1745 4.3205
C42 -5.2695 0.9722 4.0149
C43 -5.6341 0.4779 2.7701
C44 -4.6504 0.1771 1.8331
C45 -1.2232 -1.5041 1.8118
C46 -0.3404 -1.3305 2.8843
C47 0.1407 -2.4245 3.5853
C48 -0.2368 -3.7137 3.2182
C49 -1.1052 -3.9000 2.1529
C50 -1.5983 -2.7960 1.4568
H12 -3.8474 3.3651 2.3984
H13 -3.8800 4.9606 4.2902
H14 -0.4867 6.8717 2.9461
H15 -0.3005 5.3646 0.9958
H16 2.3358 0.1620 -1.7885
H17 3.3138 1.4511 -3.6554
H18 3.1462 3.9251 -3.6518
H19 2.0633 5.0776 -1.7415
H20 1.0819 3.7826 0.0974
H21 0.7579 2.7416 2.7151
H22 2.3155 3.2324 4.5788
H23 4.3475 1.8559 4.9014
H24 4.8466 0.0024 3.3377
H25 3.3223 -0.4596 1.4448
H26 -1.9019 1.0837 3.6051
H27 -3.6423 1.5682 5.2902
H28 -6.0326 1.2036 4.7490
H29 -6.6787 0.3249 2.5274
H30 -4.9311 -0.2095 0.8594
H31 -0.0390 -0.3346 3.1861
H32 0.8065 -2.2721 4.4275
H33 0.1449 -4.5681 3.7654
H34 -1.4095 -4.8997 1.8686
H35 -2.3003 -2.9502 0.6484
Cl6 -0.6694 2.0351 -3.2655
C51 -1.3690 3.6777 -3.5677
Cl7 -2.0047 3.7787 -5.1808
H36 -0.5347 4.3516 -3.4505
H37 -2.1477 3.8409 -2.8410

Properties
Charge = +1
DFT total energy = -10261.8589 Eh
Relative energy (zero: lowest compared OMol25 entry of this formula, charge and spin) = 0.0 kcal/mol
E_LUMO = -2.53 eV
E_HOMO = -0.35157 hartree


An isolated molecule of C2H4ClOPS in a non-equilibrium geometry, computed with ωB97M-V/def2-TZVPD.

CARTESIAN COORDINATES (ANGSTROEM)
C1 -1.7193 1.0772 -1.1095
C2 0.2048 -0.7370 -0.0613
O1 1.8676 -1.7820 1.9057
P1 1.2942 -0.4200 1.7933
S1 -0.1702 0.6532 -1.0696
Cl1 2.7458 0.6728 0.9945
H1 -2.6356 0.8747 -0.6268
H2 -2.0153 1.9446 -1.6917
H3 1.1103 -1.0585 -0.4022
H4 -0.6822 -1.2250 0.2677

Properties
DFT total energy = -1353.4995 Eh
Relative energy (zero: lowest compared OMol25 entry of this formula, charge and spin) = 70.1 kcal/mol
E_LUMO (alpha / beta) = -1.76 / -1.73 eV
E_HOMO (alpha / beta) = -0.29679 / -0.29741 hartree


A structure of composition C25H49AlClO3P2 in a non-equilibrium geometry, computed with ωB97M-V/def2-TZVPD.

CARTESIAN COORDINATES (ANGSTROEM)
Al1 -0.0542 0.0107 -0.7238
Cl1 1.4173 -1.7502 -1.4308
P1 -0.7830 0.5549 -2.9505
C1 -1.2023 -0.9899 -3.9066
C2 -2.3353 1.5535 -2.7174
C3 0.5389 1.5074 -3.8162
C4 -1.6646 -2.1419 -2.9932
H1 -0.2165 -1.2578 -4.3279
C5 -2.1863 -0.7753 -5.0573
H2 -3.1922 -0.5291 -4.6919
H3 -2.2483 -1.7228 -5.6110
H4 -1.8586 -0.0007 -5.7588
H5 -0.8742 -2.4358 -2.2923
H6 -1.9153 -3.0193 -3.6103
H7 -2.5492 -1.8674 -2.4047
H8 1.3517 0.7587 -3.8450
C6 1.0609 2.7143 -3.0022
C7 0.1974 1.8855 -5.2620
H9 0.0885 1.0039 -5.9031
H10 1.0295 2.4774 -5.6662
H11 -0.7134 2.4951 -5.3333
H12 0.7360 2.7108 -1.9535
H13 0.7700 3.6662 -3.4687
H14 2.1603 2.6803 -2.9911
C8 -3.3758 0.7010 -1.9795
H15 -2.6586 1.7712 -3.7507
C9 -2.0833 2.8605 -1.9547
H16 -3.7567 -0.1296 -2.5845
H17 -4.2374 1.3188 -1.6868
H18 -2.9490 0.2854 -1.0517
H19 -1.6766 2.6491 -0.9536
H20 -3.0329 3.3981 -1.8165
H21 -1.3893 3.5258 -2.4804
H22 -1.1754 -1.1176 -0.4221
H23 1.3210 0.7765 -0.3621
P2 2.2844 -2.0832 1.8561
C10 4.0374 -2.0741 1.3622
C11 1.9964 -1.1787 3.4254
C12 1.4259 -3.6821 1.7255
C13 4.3095 -0.7948 0.5366
H24 4.1116 -2.9454 0.6853
C14 5.0047 -2.2846 2.5262
H25 4.9662 -1.4603 3.2454
H26 6.0237 -2.3416 2.1218
H27 4.8056 -3.2188 3.0677
H28 3.6284 -0.7543 -0.3286
H29 5.3542 -0.8336 0.1956
H30 4.1660 0.1186 1.1330
H31 1.6806 -3.9826 0.6902
C15 -0.1127 -3.5295 1.7793
C16 1.9869 -4.7292 2.6952
H32 3.0271 -4.9794 2.4518
H33 1.3921 -5.6501 2.6237
H34 1.9657 -4.3978 3.7415
H35 -0.4710 -2.5621 1.3929
H36 -0.4843 -3.6734 2.8045
H37 -0.5347 -4.3137 1.1321
C17 2.2849 0.3189 3.2042
H38 2.7451 -1.6321 4.0967
C18 0.5876 -1.3782 3.9965
H39 3.3418 0.5241 2.9786
H40 1.9984 0.8635 4.1141
H41 1.6735 0.7199 2.3772
H42 -0.1835 -1.1015 3.2603
H43 0.4789 -0.6933 4.8496
H44 0.3878 -2.4057 4.3312
O1 -0.6229 2.1818 3.5605
C19 -1.7039 2.7686 2.9800
C20 -2.0036 4.0895 3.3295
C21 -3.1047 4.7038 2.7472
C22 -3.9355 4.0041 1.8688
C23 -3.6132 2.6992 1.4846
C24 -2.4517 2.1059 1.9945
C25 -1.7387 0.8983 1.4614
O2 -1.8484 -0.2198 1.9803
O3 -0.9510 1.2031 0.4592
H45 -0.7311 1.2114 3.5101
H46 -1.3403 4.5922 4.0404
H47 -3.3270 5.7379 3.0160
H48 -4.8247 4.4812 1.4528
H49 -4.2243 2.1100 0.8039

Properties
Charge = -1
DFT total energy = -2593.1544 Eh
E_LUMO = 2.66 eV
E_HOMO = -0.11997 hartree


A structure of composition C19H6Br4N4O2PdSSe, computed with ωB97M-V/def2-TZVPD.

CARTESIAN COORDINATES (ANGSTROEM)
Pd1 0.1341 -0.0038 -0.1417
Se1 5.5163 0.0057 5.4609
N1 3.7005 0.0028 5.4917
C1 3.3207 0.0019 4.2266
C2 1.9388 0.0005 3.8103
C3 0.8753 0.0001 4.7260
C4 -0.4213 -0.0014 4.2798
C5 -0.6557 -0.0025 2.8930
N2 0.3148 -0.0022 2.0125
C6 1.6120 -0.0006 2.4348
C7 2.6315 -0.0004 1.4500
N3 2.2614 -0.0015 0.1352
C8 3.1763 -0.0021 -0.8007
C9 4.5543 -0.0014 -0.5123
C10 4.9519 0.0000 0.7986
C11 3.9957 0.0005 1.8267
C12 4.3629 0.0018 3.2209
N4 5.6145 0.0026 3.6475
H1 1.1103 0.0010 5.7832
H2 -1.2578 -0.0018 4.9644
H3 -1.6635 -0.0037 2.4950
H4 2.8058 -0.0033 -1.8196
H5 5.2705 -0.0019 -1.3222
H6 5.9995 0.0006 1.0733
Br1 -7.0013 1.6466 -0.1995
C13 -5.3608 0.7194 -0.1632
C14 -5.3615 -0.7178 -0.1641
Br2 -7.0028 -1.6434 -0.2021
C15 -4.1847 -1.4127 -0.1437
Br3 -4.1009 -3.2922 -0.1483
C16 -2.9104 -0.7410 -0.1241
O1 -1.8228 -1.3435 -0.0987
C17 -2.9096 0.7401 -0.1235
O2 -1.8214 1.3412 -0.0980
C18 -4.1833 1.4130 -0.1422
Br4 -4.0977 3.2925 -0.1444
S1 -0.9352 0.0102 -3.2147
C19 0.1255 -0.0031 -2.0832

Properties
Multiplicity = 4
Charge = -1
Expectation value of S² = 3.831
DFT total energy = -14320.7383 Eh
Relative energy (zero: lowest compared OMol25 entry of this formula, charge and spin) = 0.0 kcal/mol
E_LUMO (alpha / beta) = 2.05 / 0.84 eV
E_HOMO (alpha / beta) = -0.09533 / -0.20902 hartree


A cluster of 2 separate species, C4H8O3 in total in a non-equilibrium geometry, computed with ωB97M-V/def2-TZVPD.

CARTESIAN COORDINATES (ANGSTROEM)
O1 0.9203 -1.1632 1.5628
C1 0.7694 -0.1738 0.8974
C2 0.0510 -0.2447 -0.4204
C3 0.4281 0.8878 -1.4238
C4 -0.3208 0.8789 -2.7228
O2 -0.2418 1.6768 -3.6217
H1 1.2559 0.8236 1.0475
H2 -1.0264 -0.1886 -0.1708
H3 0.2289 -1.2357 -0.8322
H4 0.1875 1.8990 -1.0751
H5 1.4379 0.5972 -1.7073
H6 -1.0404 0.0580 -2.8757
H7 -1.0220 -1.8875 3.3937
H8 -0.3673 -0.7735 3.9679
O3 -1.2602 -1.1542 3.9805

Properties
DFT total energy = -382.8851 Eh
Relative energy (zero: lowest compared OMol25 entry of this formula, charge and spin) = 50.0 kcal/mol
E_LUMO = 0.39 eV
SMILES = O=CCCC=O.O
E_HOMO = -0.37571 hartree


A cluster of 24 separate species, C9H64NO24 in total in a non-equilibrium geometry, computed with ωB97M-V/def2-TZVPD.

CARTESIAN COORDINATES (ANGSTROEM)
C1 -0.6145 1.2068 -1.7987
C2 -0.2729 1.2910 -0.2800
C3 -1.6055 0.9295 0.4458
C4 -1.8874 -0.5598 0.5585
C5 -0.6620 -1.3486 1.0050
C6 0.5522 -1.0853 0.1059
N1 0.7917 0.3541 0.0942
O1 2.0703 0.7099 -0.3553
C7 0.2766 -1.7490 -1.2536
C8 1.7157 -1.8014 0.8000
C9 0.0681 2.7320 0.0720
H1 -1.4754 0.5607 -1.9758
H2 0.2707 0.9067 -2.3597
H3 -0.9106 2.1879 -2.1773
H4 -2.4177 1.3893 -0.1214
H5 -1.7134 1.3977 1.4328
H6 -2.3031 -0.8387 -0.4177
H7 -2.6704 -0.7617 1.2990
H8 -0.8718 -2.4168 0.9453
H9 -0.4874 -1.0404 2.0315
H10 1.0653 -1.4328 -1.9422
H11 -0.5857 -1.4333 -1.8428
H12 0.3804 -2.8295 -1.1878
H13 1.3693 -2.7633 1.1790
H14 2.1626 -1.2029 1.5904
H15 2.5240 -2.0498 0.1078
H16 0.1939 2.8285 1.1541
H17 -0.6950 3.4431 -0.2347
H18 1.0233 3.0205 -0.3672
O2 -1.8676 4.5157 2.1194
H19 -2.1408 4.3130 1.2005
H20 -2.2496 5.3806 2.3026
O3 -3.3237 3.6304 -0.1279
H21 -3.9498 4.3631 -0.1091
H22 -3.8135 2.8745 0.2472
O4 2.9390 -2.9311 -3.0282
H23 2.3122 -2.9507 -3.7604
H24 3.0439 -1.9778 -2.8168
O5 -4.5197 -0.5650 -2.2060
H25 -5.3635 -0.9833 -2.4049
H26 -3.8508 -1.2237 -2.4732
O6 0.8655 4.2167 4.0139
H27 0.1316 4.3784 3.4081
H28 0.5029 4.4007 4.8858
O7 1.9913 -5.0264 3.0356
H29 2.7903 -4.8694 3.5480
H30 2.2718 -4.9202 2.0987
O8 3.0137 -5.0990 0.4752
H31 2.8585 -5.2940 -0.4690
H32 3.9274 -4.7965 0.5122
O9 3.1023 -0.0760 -2.9829
H33 2.5357 0.0231 -2.1752
H34 4.0012 0.0250 -2.6515
O10 -2.5857 -1.9094 -3.9078
H35 -1.8364 -2.2810 -3.4180
H36 -2.1990 -1.2408 -4.4848
O11 4.0554 0.2589 2.6991
H37 3.6342 0.2975 1.8294
H38 3.3177 0.3537 3.3147
O12 1.2145 0.9169 2.9802
H39 1.3323 1.8335 2.7052
H40 1.1130 0.4148 2.1302
O13 -0.7091 -0.7439 4.4857
H41 -0.0737 -0.1946 3.9874
H42 -1.5706 -0.4051 4.2208
O14 -0.5366 -4.3067 -3.3171
H43 -1.1731 -5.0280 -3.2841
H44 -0.5364 -3.9467 -2.4170
O15 -4.2435 2.2586 -2.3381
H45 -3.6855 2.4269 -1.5692
H46 -4.2666 1.2872 -2.4290
O16 3.4594 2.7493 1.1180
H47 4.3854 2.4911 1.1617
H48 3.0372 2.0638 0.5641
O17 -5.1064 1.6453 0.8675
H49 -5.7938 1.7370 1.5354
H50 -4.9620 0.6949 0.7848
O18 2.4488 -5.5063 -2.3746
H51 1.5249 -5.4255 -2.6482
H52 2.8035 -4.5915 -2.4694
O19 2.3491 2.7796 -2.5441
H53 3.0316 3.3667 -2.2009
H54 2.2959 2.0526 -1.8868
O20 1.6290 1.7605 -5.0088
H55 1.3954 0.8357 -4.8997
H56 1.8821 2.0580 -4.1041
O21 3.1367 5.5000 -0.0306
H57 2.3094 5.7333 -0.4631
H58 2.9996 4.5919 0.2894
O22 -1.9481 -3.8675 -1.0055
H59 -1.8157 -3.7896 -0.0520
H60 -2.8080 -3.4627 -1.1651
O23 -2.4325 2.9536 4.4371
H61 -2.1761 3.1827 3.5252
H62 -3.0851 3.6175 4.6756
O24 -0.4179 -3.6116 3.9663
H63 0.4318 -3.9626 3.6424
H64 -0.3249 -2.6405 3.9487

Properties
Charge = -1
DFT total energy = -2241.9136 Eh
Relative energy (zero: lowest compared OMol25 entry of this formula, charge and spin) = 0.0 kcal/mol
E_LUMO = 1.51 eV
E_HOMO = -0.15885 hartree


Question: Which of these has the highest DFT total energy?
Answer: C4H8O3